No. 1
Formula: C3H7GaO2
Source: the OMol25 dataset
Level of theory: ωB97M-V/def2-TZVPD

```
! RIJCOSX wB97M-V def2-TZVPD def2/J DEFGRID3
* xyz 1 2
C 1.584 -0.327 0.727
O 0.234 -0.288 0.300
C 0.034 0.375 -0.909
C -1.381 0.211 -1.365
O -2.225 -0.363 -0.709
H 1.600 -0.807 1.711
H 2.181 -0.911 0.010
H 2.007 0.686 0.817
H 0.688 -0.002 -1.719
H 0.217 1.460 -0.777
H -1.671 0.859 -2.216
H -1.534 -1.210 2.373
Ga -1.733 0.318 1.759
*
```

HOMO-LUMO gap (spin up / spin down) ... 9.7 / 7.9 eV
Max |F| ... 1.56 eV Å⁻¹
E_HOMO (spin up / spin down) ... -14.37 / -15.11 eV
Total energy ... -59685.6962 eV


No. 2
Formula: C3H7I2NO
Source: the OMol25 dataset
Level of theory: ωB97M-V/def2-TZVPD

```
! RIJCOSX wB97M-V def2-TZVPD def2/J DEFGRID3
* xyz 0 1
C -1.373 -0.867 -1.558
C 2.241 0.375 1.241
C -1.389 0.419 -0.853
N 0.147 -0.515 1.403
O 1.038 0.437 1.860
I 2.341 1.648 -0.570
I -3.102 1.169 0.019
H -0.374 -1.300 -1.510
H -1.608 -0.721 -2.620
H -2.092 -1.570 -1.150
H 2.479 -0.627 0.882
H 2.997 0.779 1.906
H -0.612 1.143 -1.020
H -0.692 -0.369 1.969
*
```

HOMO-LUMO gap (spin up / spin down) ... 7.2 / 9.6 eV
Max |F| ... 1.88 eV Å⁻¹
E_HOMO (spin up / spin down) ... -7.71 / -9.32 eV
Total energy ... -22958.5647 eV


No. 3
Formula: C3H7IN
Source: the OMol25 dataset
Level of theory: ωB97M-V/def2-TZVPD

```
! RIJCOSX wB97M-V def2-TZVPD def2/J DEFGRID3
* xyz 1 1
C 1.467 -1.346 0.283
C 2.327 -0.590 -0.581
C -1.998 1.651 -0.047
N 1.142 -0.013 -0.033
I 4.202 0.120 0.031
H 0.911 -2.172 -0.126
H 1.671 -1.621 1.303
H 2.132 -0.854 -1.624
H -2.130 2.062 0.964
H -2.801 0.882 -0.200
H -1.203 2.073 -0.699
H 1.339 0.687 0.623
*
```

HOMO-LUMO gap (spin up / spin down) ... 7.8 / 3.8 eV
Max |F| ... 3.33 eV Å⁻¹
E_HOMO (spin up / spin down) ... -13.77 / -12.67 eV
Total energy ... -12802.3837 eV


No. 4
Formula: C3H7IN
Source: the OMol25 dataset
Level of theory: ωB97M-V/def2-TZVPD

```
! RIJCOSX wB97M-V def2-TZVPD def2/J DEFGRID3
* xyz 1 1
C -1.222 0.697 -0.182
C 1.139 0.802 0.088
C 0.024 -1.302 -0.016
N -0.081 0.068 -0.016
I -3.087 -0.039 0.092
H -1.240 1.730 -0.435
H 1.928 0.227 -0.477
H 1.338 0.769 1.234
H 1.190 1.926 -0.207
H 1.014 -1.476 0.353
H -0.245 -1.649 -1.127
H -0.757 -1.752 0.693
*
```

HOMO-LUMO gap ... 9.4 eV
Max |F| ... 5.90 eV Å⁻¹
E_HOMO ... -14.67 eV
Total energy ... -12806.7843 eV


No. 5
Formula: C3H7IN
Source: the OMol25 dataset
Level of theory: ωB97M-V/def2-TZVPD

```
! RIJCOSX wB97M-V def2-TZVPD def2/J DEFGRID3
* xyz 1 3
C -0.104 1.315 0.033
C -1.049 0.065 -0.625
C 1.169 -0.985 0.131
N -0.013 -0.146 0.366
I -3.105 0.025 0.007
H 0.556 1.885 -0.691
H -0.735 1.781 0.666
H -0.822 -0.190 -1.635
H 1.835 -0.391 -0.548
H 1.842 -1.100 1.154
H 0.919 -2.021 -0.244
H -0.494 -0.239 1.387
*
```

HOMO-LUMO gap (spin up / spin down) ... 7.3 / 6.8 eV
Max |F| ... 5.54 eV Å⁻¹
E_HOMO (spin up / spin down) ... -10.38 / -14.69 eV
Total energy ... -12801.8626 eV


No. 6
Formula: C3H7IN2
Source: the OMol25 dataset
Level of theory: ωB97M-V/def2-TZVPD

```
! RIJCOSX wB97M-V def2-TZVPD def2/J DEFGRID3
* xyz 0 1
C 1.719 -1.700 0.108
C -0.341 1.844 -0.198
C -0.989 0.465 0.201
N 0.900 -0.848 0.470
N -0.251 -0.632 0.563
I -1.619 -2.929 -0.485
H 2.751 -1.668 0.466
H 1.441 -2.388 -0.606
H 0.161 1.988 -1.135
H -1.025 2.701 -0.253
H 0.424 2.170 0.543
H -1.689 0.719 1.004
H -1.480 0.277 -0.678
*
```

HOMO-LUMO gap (spin up / spin down) ... 7.3 / 6.3 eV
Max |F| ... 4.97 eV Å⁻¹
E_HOMO (spin up / spin down) ... -8.34 / -7.92 eV
Total energy ... -14301.5082 eV